Record 1
The following is a DFT calculation (wB97M-V/def2-TZVPD) of a cluster of 2 separate species, C9H14 in total.

```
23
Properties=species:S:1:pos:R:3:forces:R:3:lowdin_charge:R:1
H 4.122 0.127 -1.070 -0.93 0.83 -0.52 0.116
C 3.357 0.461 -1.851 0.33 1.18 4.84 -0.041
C -0.633 -0.153 -0.357 -0.63 -2.25 -1.68 -0.095
H -1.565 -0.208 2.547 -1.94 -1.22 1.28 0.095
C 1.360 -1.054 -1.421 -0.29 -2.71 0.05 -0.069
C 1.229 1.249 -0.863 0.69 0.25 0.53 -0.070
H -3.680 0.995 3.623 0.41 1.04 -0.86 0.064
C 1.959 0.191 -1.343 0.42 0.69 -0.70 -0.289
H 1.783 2.182 -0.913 -0.57 0.30 0.37 0.112
H -2.388 -0.902 4.052 0.14 -0.46 0.43 0.043
H -3.734 0.554 1.748 0.15 1.15 -0.17 0.050
C -0.012 1.084 -0.280 -0.46 -0.06 -0.20 -0.095
H -1.719 -0.357 -0.206 1.02 0.65 0.64 0.102
H 3.654 1.433 -2.215 -0.48 0.34 0.01 0.082
C -3.695 0.295 2.790 0.18 -1.63 1.22 -0.173
H -4.650 -0.156 2.986 -0.62 -0.76 -0.04 0.045
C 0.044 -1.267 -0.992 0.57 2.48 1.17 -0.071
C -2.550 -0.720 3.009 1.74 2.48 -1.99 -0.171
H 1.868 -2.025 -1.748 -0.23 1.81 0.15 0.133
H -2.696 -1.597 2.403 -0.06 -0.61 0.13 0.044
H 3.502 -0.240 -2.505 1.14 -3.65 -4.55 -0.002
H -0.373 -2.263 -1.037 -0.27 0.15 -0.07 0.091
H -0.479 1.938 0.187 -0.31 0.01 -0.04 0.100
```
Positions in Å, forces in eV/Å.

Its SMILES is Cc1ccccc1.CC. The lowest unoccupied orbital energy is 1.03 eV. Its electronic energy is -351.27385 hartree. Its spin multiplicity is 1. The energy relative to the best compared isomer or geometry (same formula, charge and spin) is 1.533 eV. For the gap between HOMO and LUMO, the calculation gives 9.988 eV.


Record 2
The following is a DFT calculation (wB97M-V/def2-TZVPD) of a cluster of 2 separate species, C9H14 in total.

```
23
Properties=species:S:1:pos:R:3:forces:R:3:lowdin_charge:R:1
C 3.588 -1.903 1.200 0.72 0.09 -0.82 -0.166
H -1.364 1.441 2.556 0.01 -0.21 0.20 0.079
H -2.963 -1.220 -1.342 0.00 0.05 0.39 0.101
C -2.208 -0.491 -1.061 0.04 0.05 -0.83 -0.090
H 3.731 -2.882 0.753 -0.32 -0.28 0.06 0.059
C -0.953 0.791 0.559 0.04 -0.37 0.23 -0.290
H 3.379 -2.022 2.258 -0.24 0.05 0.04 0.061
H -0.267 0.036 2.448 0.11 -0.09 0.17 0.073
H 2.741 0.016 0.566 0.39 -0.04 -0.23 0.061
C -1.441 0.041 -2.101 0.25 -0.23 0.64 -0.098
C 2.574 -1.056 0.438 -0.93 0.44 1.26 -0.168
C -0.265 1.396 -0.484 -0.20 -0.23 -0.08 -0.063
C -0.543 0.983 2.001 -0.44 1.01 -0.61 -0.053
H 0.281 1.697 2.032 0.14 -0.23 0.21 0.073
H 1.615 -1.167 0.945 -0.32 -0.23 -0.27 0.047
H 2.402 -1.265 -0.609 0.34 -0.21 -0.17 0.062
C -0.473 0.977 -1.795 0.06 0.62 0.05 -0.095
C -1.967 -0.116 0.247 -0.06 -0.37 -0.05 -0.061
H 0.135 1.435 -2.563 -0.04 -0.07 -0.20 0.099
H 0.437 2.196 -0.286 0.22 -0.17 0.09 0.108
H -1.531 -0.340 -3.102 -0.22 0.05 -0.27 0.095
H 4.571 -1.454 1.121 0.33 0.19 0.11 0.053
H -2.542 -0.604 1.029 0.13 0.16 0.07 0.112
```
Positions in Å, forces in eV/Å.

Its SMILES is Cc1ccccc1.CC. The lowest unoccupied orbital energy is 1.01 eV. Its electronic energy is -351.31848 hartree. Its spin multiplicity is 1. The energy relative to the best compared isomer or geometry (same formula, charge and spin) is 0.319 eV. For the gap between HOMO and LUMO, the calculation gives 10.030 eV.


Record 3
The following is a DFT calculation (wB97M-V/def2-TZVPD) of a cluster of 2 separate species, C9H14 in total.

```
23
Properties=species:S:1:pos:R:3:forces:R:3:lowdin_charge:R:1
H 1.267 1.181 2.143 -0.39 0.33 0.29 0.040
C -1.248 -1.204 -2.234 -0.36 -1.11 0.41 -0.089
H 2.990 1.836 2.503 -1.51 -1.78 -0.78 0.107
C -1.578 0.118 -0.260 0.20 -1.58 -0.09 -0.293
H -0.620 -3.246 -1.929 -0.03 0.32 -0.18 0.102
H -0.058 -2.845 0.511 -0.22 -0.57 -0.13 0.100
C -1.577 -0.004 -1.640 1.07 -0.61 -0.93 -0.075
H 2.532 -0.002 2.383 0.13 0.36 1.05 0.057
C 2.616 0.822 0.549 -1.52 -0.38 -2.68 -0.208
H -2.332 1.639 1.235 0.65 -0.34 0.45 0.079
H -0.972 -0.765 1.531 -0.13 -0.59 -0.28 0.109
H 2.005 1.446 -0.119 0.21 0.62 0.38 0.055
C -1.923 1.473 0.246 -1.26 0.10 -0.93 -0.055
H -2.755 1.768 -0.411 0.22 0.35 0.19 0.082
C 2.318 1.001 2.014 2.10 0.50 0.20 -0.168
H -1.543 0.822 -2.326 -0.84 0.71 0.12 0.112
C -0.622 -2.177 -0.115 -1.34 1.98 0.71 -0.085
H 2.261 -0.143 0.120 0.20 0.05 0.90 0.066
C -0.875 -2.294 -1.460 1.06 -1.29 -0.51 -0.117
H 3.607 0.890 0.131 0.73 0.28 0.63 0.053
C -1.128 -1.000 0.467 0.76 1.34 0.93 -0.048
H -1.086 2.082 -0.042 0.33 0.82 0.49 0.076
H -1.277 -1.397 -3.295 -0.06 0.48 -0.24 0.101
```
Positions in Å, forces in eV/Å.

Its SMILES is Cc1ccccc1.CC. The lowest unoccupied orbital energy is 0.98 eV. Its electronic energy is -351.28237 hartree. Its spin multiplicity is 1. The energy relative to the best compared isomer or geometry (same formula, charge and spin) is 1.301 eV. For the gap between HOMO and LUMO, the calculation gives 9.964 eV.


Record 4
The following is a DFT calculation (wB97M-V/def2-TZVPD) of a cluster of 2 separate species, C9H14 in total.

```
23
Properties=species:S:1:pos:R:3:forces:R:3:lowdin_charge:R:1
H -4.626 -1.360 -1.857 0.14 -0.26 0.15 0.056
H -3.233 -0.750 -0.901 -0.19 0.00 0.28 0.050
C 3.527 0.988 0.274 -0.54 0.09 -0.04 -0.095
H -0.841 -0.441 1.806 0.32 -0.26 -0.32 0.073
C -3.093 -0.342 -3.031 0.99 1.33 1.17 -0.174
H 2.535 0.436 -1.560 0.01 0.05 -0.22 0.098
C 1.267 -0.009 1.549 1.01 -1.06 2.17 -0.277
H 0.139 -1.653 2.577 0.50 -0.09 -0.08 0.079
H -3.552 0.411 -3.672 -0.58 -0.85 -0.62 0.057
H 0.495 -0.411 -0.344 0.26 -0.12 -0.35 0.108
C 0.121 -0.596 2.324 -1.91 0.75 -0.41 -0.070
H -2.711 -1.251 -3.479 -0.34 0.00 -0.45 0.057
C 1.384 -0.061 0.170 -1.11 0.56 0.25 -0.064
H -0.092 -0.025 3.229 0.55 -0.14 0.22 0.074
C -3.900 -0.559 -1.733 -0.30 0.27 -1.33 -0.163
H 4.425 1.396 -0.168 -0.07 0.03 -0.23 0.097
H -2.205 0.265 -2.775 0.06 -0.52 0.19 0.057
C 3.418 0.996 1.655 0.54 -0.29 1.06 -0.103
H 4.225 1.393 2.266 0.11 0.00 -0.26 0.099
C 2.351 0.426 2.347 -0.04 0.49 -2.26 -0.042
H -4.513 0.335 -1.610 0.23 0.03 0.61 0.060
C 2.475 0.473 -0.486 0.75 -0.12 0.34 -0.084
H 2.402 0.339 3.419 -0.38 0.10 0.12 0.107
```
Positions in Å, forces in eV/Å.

Its SMILES is Cc1ccccc1.CC. The lowest unoccupied orbital energy is 0.94 eV. Its electronic energy is -351.30593 hartree. Its spin multiplicity is 1. The energy relative to the best compared isomer or geometry (same formula, charge and spin) is 0.660 eV. For the gap between HOMO and LUMO, the calculation gives 9.980 eV.


Record 5
The following is a DFT calculation (wB97M-V/def2-TZVPD) of a cluster of 2 separate species, C9H14 in total.

```
23
Properties=species:S:1:pos:R:3:forces:R:3:lowdin_charge:R:1
C 0.908 -2.430 1.840 0.18 -0.26 -0.48 -0.159
C -0.153 -0.001 -1.137 -0.78 1.31 -0.16 -0.082
C 1.938 -1.423 1.339 -0.41 0.47 -1.02 -0.164
H 1.448 -0.812 0.568 0.17 -0.22 0.12 0.023
H 0.760 -0.479 -1.458 -0.04 -0.01 -0.44 0.105
C -1.206 1.948 -0.186 -1.44 -0.60 0.95 -0.058
H 1.704 2.346 -0.364 0.72 0.24 -0.48 0.080
C -0.121 1.370 -0.772 1.08 -0.73 -1.16 -0.294
H -3.462 -0.514 -0.691 0.00 -0.19 0.51 0.098
H -0.072 -2.029 1.578 -0.23 -0.18 0.72 0.055
H 1.037 -2.731 2.879 -0.31 0.37 0.11 0.060
H 0.988 -3.368 1.284 0.06 0.06 -0.14 0.060
H -3.163 1.607 0.658 -0.26 0.01 -0.27 0.098
C -2.383 1.182 0.042 1.07 0.73 0.00 -0.084
H 2.760 -1.908 0.812 0.33 0.11 0.43 0.064
C -1.386 -0.616 -1.222 0.46 -0.02 0.92 -0.081
H 2.264 -0.666 2.048 0.28 -0.37 0.37 0.063
H 1.480 1.818 -2.167 0.72 -0.68 0.67 0.077
H -1.393 -1.544 -1.773 -0.55 -0.28 0.25 0.100
H -1.200 2.979 0.145 0.15 0.08 -0.10 0.110
H 0.676 3.130 -1.649 0.06 0.31 0.84 0.079
C 1.069 2.195 -1.230 -1.30 0.30 -0.26 -0.048
C -2.493 -0.053 -0.546 0.03 -0.46 -1.38 -0.102
```
Positions in Å, forces in eV/Å.

Its SMILES is Cc1ccccc1.CC. The lowest unoccupied orbital energy is 1.04 eV. Its electronic energy is -351.29540 hartree. Its spin multiplicity is 1. The energy relative to the best compared isomer or geometry (same formula, charge and spin) is 0.947 eV. For the gap between HOMO and LUMO, the calculation gives 10.045 eV.


Record 6
The following is a DFT calculation (wB97M-V/def2-TZVPD) of a cluster of 2 separate species, C9H14 in total.

```
23
Properties=species:S:1:pos:R:3:forces:R:3:lowdin_charge:R:1
C -0.420 -2.721 0.999 -2.01 -1.84 -1.96 -0.094
H 1.170 -1.818 -0.722 1.14 0.91 1.32 0.122
H 2.427 1.875 1.388 -0.29 -0.71 0.17 0.108
C 0.169 -0.558 2.247 -1.74 0.02 1.52 -0.094
H 0.685 1.339 3.337 0.37 -1.60 -2.09 0.137
H -0.451 -0.882 3.093 0.04 0.27 -0.26 0.109
H -0.684 0.594 -3.310 -1.67 0.77 0.67 0.084
C 2.106 -0.105 0.566 -0.70 -0.28 -2.59 -0.110
H -0.165 -3.412 1.818 -0.82 0.50 0.08 0.093
C 1.224 -1.178 0.210 -0.96 1.58 1.17 -0.021
H -2.176 1.730 -3.632 1.18 -0.26 0.17 0.078
C 1.812 0.960 1.393 -0.66 -0.87 2.26 -0.110
C -1.223 1.587 -3.059 0.47 -1.60 -0.09 -0.207
C -1.530 1.770 -1.560 -0.15 -1.91 -0.03 -0.182
H -2.219 0.857 -1.452 1.35 0.96 1.12 0.076
C 0.124 -1.375 1.122 4.63 0.66 -0.89 -0.304
H -0.409 2.154 -3.411 0.47 1.88 -0.56 0.022
H -1.483 -2.662 0.633 0.41 -0.49 1.35 0.096
H -0.006 -3.271 0.103 0.09 0.80 0.84 0.079
C 0.871 0.643 2.405 -0.27 1.37 0.33 -0.092
H -0.605 1.854 -0.842 -2.02 -0.47 -1.37 0.094
H 3.036 0.054 0.092 0.75 -0.27 -1.29 0.078
H -2.253 2.565 -1.417 0.39 0.61 0.13 0.039
```
Positions in Å, forces in eV/Å.

Its SMILES is Cc1ccccc1.CC. The lowest unoccupied orbital energy is 0.87 eV. Its electronic energy is -351.23503 hartree. Its spin multiplicity is 1. The energy relative to the best compared isomer or geometry (same formula, charge and spin) is 2.590 eV. For the gap between HOMO and LUMO, the calculation gives 9.787 eV.